Record 1
Below is C19H22ClN5O in the gas phase, with properties calculated with ωB97M-V with the def2-TZVPD basis set.

Values from the calculation:
* SMILES: N#CN/C(=N\CCCCCCOc1ccc(Cl)cc1)Nc1ccncc1
* charge: 0
* 2S+1: 1
* energy above the lowest of the compared OMol25 structures with the same formula, charge and spin: 12.98 kJ/mol
* highest occupied orbital energy: -8.223 eV
* gap between HOMO and LUMO: 8.514 eV

Structure (XYZ):
```
48
Properties=species:S:1:pos:R:3:mulliken_charge:R:1
N -2.206 -4.950 1.532 -0.494
C -2.551 -3.949 1.088 0.472
N -2.893 -2.794 0.563 -0.183
C -2.005 -1.921 -0.117 0.353
N -2.326 -0.799 -0.586 -0.110
C -3.622 -0.190 -0.529 -1.037
C -3.423 1.325 -0.435 -0.463
C -2.899 1.725 0.946 -0.543
C -2.131 3.048 0.951 -1.049
C -0.800 3.006 0.198 -0.829
C 0.149 1.936 0.731 0.484
O 1.407 2.129 0.111 -0.407
C 2.397 1.236 0.361 0.184
C 3.599 1.448 -0.319 -0.283
C 4.667 0.596 -0.149 -0.514
C 4.545 -0.484 0.713 0.307
Cl 5.873 -1.571 0.920 -0.239
C 3.368 -0.705 1.402 -0.839
C 2.295 0.153 1.229 -0.148
N -0.736 -2.425 -0.203 -0.077
C 0.358 -1.916 -0.887 0.714
C 1.565 -2.613 -0.807 -0.548
C 2.661 -2.121 -1.490 -0.726
N 2.635 -1.020 -2.221 -0.538
C 1.490 -0.364 -2.294 -0.712
C 0.325 -0.757 -1.659 0.083
H -3.854 -2.495 0.648 0.182
H -4.158 -0.432 -1.456 0.262
H -4.240 -0.527 0.320 0.396
H -2.705 1.607 -1.204 0.229
H -4.365 1.833 -0.644 0.480
H -2.248 0.935 1.320 0.235
H -3.742 1.807 1.638 0.383
H -1.935 3.328 1.989 0.418
H -2.756 3.827 0.511 0.336
H -0.960 2.829 -0.865 0.266
H -0.306 3.975 0.296 0.403
H 0.248 2.032 1.822 0.418
H -0.229 0.936 0.488 -0.325
H 3.666 2.290 -0.988 0.439
H 5.587 0.759 -0.686 0.400
H 3.283 -1.546 2.072 0.437
H 1.385 -0.040 1.775 0.376
H -0.583 -3.316 0.253 0.133
H 1.639 -3.520 -0.225 0.446
H 3.611 -2.638 -1.454 0.441
H 1.505 0.532 -2.900 0.371
H -0.589 -0.199 -1.756 0.415
```

---

Record 2
Below is 3 unconnected molecules or ions with the total composition C19H22ClO5S, with properties calculated with ωB97M-V with the def2-TZVPD basis set.

Values from the calculation:
* charge: +1
* 2S+1: 1
* highest occupied orbital energy: -12.058 eV
* gap between HOMO and LUMO: 8.090 eV

Structure (XYZ):
```
48
Properties=species:S:1:pos:R:3:mulliken_charge:R:1
C -1.080 2.731 -2.078 -1.592
C -0.877 2.769 -0.566 0.182
C -1.909 3.669 0.121 -1.021
C -2.111 3.334 1.603 0.197
C -2.742 1.966 1.869 -1.397
S -0.484 3.538 2.403 0.041
C -0.785 3.120 4.138 -0.365
C -0.662 4.277 5.134 0.374
O -0.768 4.074 6.289 -0.379
Cl -0.358 5.863 4.467 -0.129
H -0.245 2.243 -2.579 0.394
H -1.998 2.197 -2.330 0.380
H -1.158 3.743 -2.482 0.377
H -0.937 1.756 -0.157 0.145
H 0.130 3.159 -0.363 0.296
H -2.888 3.536 -0.348 0.396
H -1.624 4.717 0.005 0.371
H -2.688 4.128 2.090 0.572
H -2.005 1.165 1.944 0.333
H -3.397 1.717 1.034 0.397
H -3.350 1.974 2.773 0.436
H 0.098 2.382 2.033 0.212
H -0.085 2.341 4.441 0.491
H -1.794 2.720 4.235 0.297
C -0.348 -1.836 2.145 -0.442
C 0.613 -2.605 2.651 -0.380
C 1.855 -2.892 1.879 0.264
O 2.732 -3.581 2.344 -0.525
C 1.968 -2.300 0.522 -0.331
C 1.006 -1.532 0.021 -0.429
C -0.216 -1.230 0.798 0.549
O -1.085 -0.500 0.352 -0.613
H -1.268 -1.628 2.677 0.492
H 0.543 -3.065 3.628 0.447
H 2.867 -2.545 -0.029 0.464
H 1.058 -1.104 -0.972 0.474
C 1.738 -3.010 -5.120 -0.341
C 1.031 -2.980 -3.993 -0.361
C 1.242 -3.988 -2.926 0.501
O 0.606 -3.949 -1.891 -0.548
C 2.258 -5.041 -3.164 -0.407
C 2.967 -5.074 -4.289 -0.343
C 2.767 -4.058 -5.355 0.315
O 3.415 -4.078 -6.376 -0.520
H 1.603 -2.289 -5.916 0.412
H 0.269 -2.234 -3.802 0.464
H 2.384 -5.769 -2.372 0.437
H 3.716 -5.830 -4.488 0.414
```

---

Record 3
Below is a molecular structure, C19H22F24I2NO3P, with properties calculated with ωB97M-V with the def2-TZVPD basis set.

Values from the calculation:
* charge: 0
* 2S+1: 1
* highest occupied orbital energy: -8.167 eV
* gap between HOMO and LUMO: 8.226 eV

Structure (XYZ):
```
72
Properties=species:S:1:pos:R:3:mulliken_charge:R:1
C 2.895 -1.630 -5.423 -1.429
C 2.385 -2.990 -5.063 0.286
I 1.214 -3.950 -6.560 0.030
C 2.654 -3.522 -3.921 -0.305
I 1.870 -5.442 -3.410 0.026
P 3.709 -2.740 -2.535 0.578
C 4.816 -2.076 -1.140 -0.617
N 6.226 -2.259 -1.480 -0.634
H 2.475 -0.875 -4.803 0.316
H 3.957 -1.646 -5.325 0.409
H 2.701 -1.437 -6.453 0.444
H 4.481 -1.990 -3.460 -0.213
H 2.552 -2.294 -1.833 -0.023
H 4.198 -4.041 -2.229 -0.086
H 4.667 -2.634 -0.238 0.473
H 4.633 -1.044 -0.962 0.170
H 6.390 -1.989 -2.440 0.257
H 6.454 -3.236 -1.437 0.284
C 2.637 2.734 0.422 -0.880
C 3.044 1.252 0.360 1.009
C 1.908 0.223 0.370 0.217
F 1.178 0.298 1.499 -0.137
F 2.410 -1.043 0.309 -0.254
F 3.927 0.985 1.342 -0.314
F 3.702 1.089 -0.823 -0.331
O 2.669 3.379 1.685 -0.442
C 1.595 3.257 2.525 0.785
C 1.960 2.533 3.820 0.167
F 2.454 1.309 3.564 -0.199
F 0.848 2.386 4.577 -0.246
F 0.570 2.669 1.892 -0.223
F 1.206 4.506 2.845 -0.305
H 3.390 3.263 -0.157 0.451
H 1.693 2.911 -0.092 0.297
H 1.246 0.367 -0.489 0.175
H 2.705 3.104 4.378 0.249
C -3.578 3.756 -1.829 -0.773
C -2.218 4.343 -2.252 0.915
C -1.444 3.607 -3.349 0.080
F -1.126 2.349 -2.980 -0.172
F -0.285 4.267 -3.588 -0.274
F -1.441 4.499 -1.160 -0.238
F -2.472 5.587 -2.739 -0.339
O -3.603 2.940 -0.672 -0.387
C -3.302 1.608 -0.763 0.530
C -2.036 1.273 0.018 0.533
F -0.985 1.993 -0.426 -0.193
F -1.731 -0.037 -0.143 -0.274
F -3.225 1.211 -2.046 -0.288
F -4.321 0.929 -0.202 -0.279
H -4.187 4.614 -1.556 0.415
H -4.094 3.285 -2.665 0.328
H -2.022 3.575 -4.277 0.266
H -2.167 1.477 1.077 0.164
C -3.116 -2.508 1.973 -0.686
C -3.559 -3.776 2.723 0.793
C -4.985 -3.799 3.277 0.096
F -5.183 -2.824 4.186 -0.216
F -5.198 -4.985 3.895 -0.275
F -2.674 -4.046 3.703 -0.275
F -3.483 -4.798 1.827 -0.331
O -2.367 -1.548 2.698 -0.243
C -3.002 -0.609 3.461 0.644
C -2.675 -0.762 4.946 0.254
F -3.025 -1.982 5.387 -0.235
F -3.372 0.157 5.650 -0.275
F -4.323 -0.611 3.226 -0.301
F -2.536 0.595 3.056 -0.265
H -2.422 -2.853 1.210 0.438
H -3.940 -2.047 1.431 0.322
H -5.716 -3.693 2.470 0.294
H -1.607 -0.616 5.116 0.261
```

---

Record 4
Below is a molecular structure, C19H22F3IrN3, with properties calculated with ωB97M-V with the def2-TZVPD basis set.

Values from the calculation:
* charge: +3
* 2S+1: 5
* highest occupied orbital energy (alpha / beta): -18.076 / -19.305 eV
* gap between HOMO and LUMO (alpha / beta): 8.823 / 5.955 eV

Structure (XYZ):
```
48
Properties=species:S:1:pos:R:3:lowdin_spin:R:1
Ir -0.058 0.090 -0.017 2.194
C 0.760 -2.711 -2.225 0.011
C 1.062 -1.305 -1.820 0.065
C 0.663 -0.221 -2.625 0.137
C 1.014 1.107 -2.320 0.120
C 0.641 2.228 -3.229 0.016
C 1.727 1.349 -1.124 0.081
C 2.216 0.291 -0.312 0.021
C 3.180 0.557 0.804 0.004
C 1.829 -1.032 -0.655 0.035
H 1.531 -3.035 -2.930 0.005
H -0.198 -2.790 -2.736 0.001
H 0.784 -3.396 -1.379 0.001
H 0.088 -0.422 -3.522 0.004
H 1.427 2.333 -3.984 0.008
H 0.572 3.178 -2.702 0.001
H -0.290 2.031 -3.759 0.001
H 1.996 2.367 -0.866 0.004
H 4.192 0.552 0.393 0.001
H 3.137 -0.219 1.568 0.000
H 3.018 1.535 1.254 0.000
H 2.203 -1.863 -0.069 0.003
F -6.159 3.281 -0.077 0.001
C -5.689 2.784 -1.220 0.001
F -6.563 1.915 -1.712 0.000
F -5.520 3.778 -2.087 0.001
C -4.345 2.115 -0.952 0.014
C -3.297 2.882 -0.454 0.002
C -2.086 2.275 -0.221 0.028
N -1.891 0.956 -0.452 0.075
C -2.908 0.221 -0.946 0.029
C -4.148 0.766 -1.203 0.003
H -3.421 3.939 -0.260 0.000
H -1.237 2.836 0.147 0.006
H -2.703 -0.824 -1.143 0.007
H -4.941 0.149 -1.601 0.000
C 0.575 1.053 3.868 0.049
C 0.129 -0.317 3.613 0.236
N -0.094 -0.899 2.409 0.133
C -0.480 -2.146 2.653 0.279
C -0.506 -2.378 4.076 0.318
N -0.125 -1.226 4.616 0.052
H 0.719 1.595 2.938 0.003
H 1.513 1.043 4.436 0.017
H -0.157 1.576 4.494 0.017
H -0.731 -2.863 1.885 0.010
H -0.766 -3.261 4.644 0.010
H -0.033 -1.041 5.612 -0.001
```

---

Record 5
Below is C19H22F4N2O2S in the gas phase, with properties calculated with ωB97M-V with the def2-TZVPD basis set.

Values from the calculation:
* SMILES: C[C@@](F)(C(=O)N[C@H]1CN(C(=O)C2CCSCC2)Cc2ccccc21)C(F)(F)F
* charge: 0
* 2S+1: 1
* energy above the lowest of the compared OMol25 structures with the same formula, charge and spin: 77.05 kJ/mol
* highest occupied orbital energy: -8.562 eV
* gap between HOMO and LUMO: 9.123 eV

Structure (XYZ):
```
50
Properties=species:S:1:pos:R:3:mulliken_charge:R:1
C -2.110 3.810 0.340 -1.841
C -1.693 2.440 -0.146 1.673
F -0.321 2.288 0.042 -0.296
C -2.443 1.308 0.586 -0.460
O -3.642 1.283 0.471 -0.528
N -1.717 0.288 1.186 -0.201
C -1.577 -1.010 0.484 0.615
C -0.295 -1.123 -0.332 -1.415
N 0.857 -1.133 0.552 0.352
C 2.067 -0.536 0.270 -0.351
O 3.051 -0.808 0.933 -0.691
C 2.154 0.443 -0.887 2.416
C 3.222 1.498 -0.607 -1.164
C 3.280 2.538 -1.716 -0.572
S 3.740 1.830 -3.316 -0.164
C 2.452 0.565 -3.397 -0.621
C 2.444 -0.342 -2.175 -0.794
C 0.913 -2.242 1.498 -1.299
C -0.446 -2.697 1.962 0.803
C -0.514 -3.727 2.900 -0.772
C -1.732 -4.175 3.372 -0.562
C -2.911 -3.597 2.912 -0.639
C -2.851 -2.579 1.981 -0.582
C -1.624 -2.130 1.497 -0.437
C -1.918 2.303 -1.662 0.529
F -1.044 3.075 -2.321 -0.268
F -1.723 1.037 -2.078 -0.230
F -3.144 2.667 -2.020 -0.271
H -3.188 3.915 0.243 0.406
H -1.838 3.912 1.390 0.456
H -1.608 4.584 -0.238 0.421
H -0.782 0.605 1.429 0.439
H -2.436 -1.103 -0.183 0.878
H -0.350 -2.058 -0.904 0.100
H -0.214 -0.308 -1.038 0.529
H 1.207 0.967 -1.017 -0.968
H 2.996 1.991 0.342 0.419
H 4.191 1.011 -0.490 0.364
H 2.318 3.050 -1.815 0.216
H 4.034 3.294 -1.499 0.430
H 1.478 1.050 -3.517 0.259
H 2.649 -0.006 -4.304 0.412
H 3.410 -0.842 -2.074 0.415
H 1.688 -1.122 -2.315 0.291
H 1.452 -3.085 1.047 0.469
H 1.511 -1.926 2.352 0.522
H 0.405 -4.174 3.262 0.447
H -1.767 -4.975 4.101 0.395
H -3.869 -3.942 3.280 0.396
H -3.760 -2.112 1.619 0.473
```